Entry 1:
101
Properties=species:S:1:pos:R:3:lowdin_charge:R:1 method="wB97M-V/def2-TZVPD" lumo_ev="-0.34 / -0.34" multiplicity=1 orbital_gap_ev="5.574 / 4.763" charge=0 energy_ha=-3089.29903 e_above_lowest_kj_mol=119.9
Na 1.15 -0.07 -0.54 0.48
C 1.16 -5.84 5.23 -0.08
O 2.23 -5.22 5.97 -0.10
C 3.42 -5.02 5.39 -0.30
C 4.32 -4.34 6.24 -0.02
C 5.46 -3.84 5.70 -0.03
C 5.56 -3.80 4.28 -0.28
C 4.72 -4.57 3.43 -0.02
C 3.69 -5.25 4.02 -0.03
N 6.32 -2.79 3.76 0.02
N 6.49 -2.78 2.49 0.03
C 6.05 -1.81 1.72 -0.26
C 6.32 -1.96 0.31 -0.03
C 5.37 -1.52 -0.56 -0.03
C 4.09 -0.98 -0.12 -0.37
O 3.07 -0.94 -0.84 -0.12
C 4.00 -0.57 1.30 -0.14
N 2.84 -0.02 1.81 0.11
C 2.83 0.45 3.05 -0.14
C 3.96 0.38 3.88 -0.05
C 5.10 -0.26 3.41 -0.01
C 5.09 -0.81 2.14 -0.12
H 0.30 -5.94 5.91 0.09
H 1.48 -6.86 4.89 0.10
H 0.85 -5.27 4.35 0.09
H 4.03 -4.23 7.27 0.11
H 6.22 -3.35 6.30 0.11
H 4.85 -4.45 2.34 0.12
H 3.03 -5.93 3.48 0.10
H 7.22 -2.51 0.01 0.11
H 5.55 -1.62 -1.65 0.11
H 1.89 0.90 3.38 0.07
H 3.96 0.84 4.85 0.09
H 5.96 -0.37 4.05 0.11
C 1.22 -1.26 -6.17 -0.06
N 1.29 -0.49 -4.89 -0.11
C 1.33 -0.90 -3.60 -0.11
N 1.17 0.10 -2.79 0.04
C 0.98 1.14 -3.61 -0.18
N 1.00 0.80 -4.88 0.08
C -0.11 -1.44 -6.79 -0.21
C -0.37 -2.43 -7.73 -0.05
C -1.58 -2.66 -8.33 -0.06
C -2.61 -1.75 -8.04 0.00
C -2.38 -0.72 -7.12 -0.14
C -1.14 -0.57 -6.47 0.04
C -3.35 0.31 -6.88 -0.23
N -4.35 0.73 -7.66 0.10
N -4.91 1.84 -7.10 0.10
C -4.28 2.06 -5.97 -0.29
O -3.24 1.20 -5.79 0.10
C -4.63 3.04 -4.99 -0.14
C -5.33 4.21 -5.24 -0.01
C -5.77 5.02 -4.18 -0.06
C -5.53 4.58 -2.88 -0.04
C -4.78 3.43 -2.57 -0.19
C -4.55 3.05 -1.12 -0.08
N -3.47 2.11 -0.86 -0.11
C -2.16 2.25 -0.58 -0.15
N -1.57 1.08 -0.47 0.08
C -2.56 0.23 -0.71 -0.23
N -3.73 0.78 -1.01 0.12
C -4.30 2.70 -3.64 0.04
H 1.66 -2.25 -5.91 0.14
H 1.86 -0.73 -6.90 0.15
H 1.51 -1.94 -3.34 0.15
H 0.86 2.12 -3.27 0.10
H 0.52 -3.04 -7.99 0.13
H -1.72 -3.43 -9.07 0.11
H -3.57 -1.83 -8.51 0.11
H -1.00 0.26 -5.74 0.12
H -5.58 4.46 -6.27 0.12
H -6.27 5.95 -4.34 0.10
H -5.93 5.18 -2.05 0.12
H -5.50 2.61 -0.74 0.15
H -4.32 3.99 -0.58 0.14
H -1.78 3.23 -0.48 0.13
H -2.40 -0.82 -0.69 0.11
H -3.67 1.81 -3.44 0.12
C -1.77 4.93 2.95 -0.11
C -0.83 4.12 3.88 -0.28
C -0.24 2.95 3.10 -0.34
S -1.49 1.57 2.87 0.88
O -2.89 2.08 2.70 -0.54
C -1.25 0.81 4.52 -0.38
C -2.49 0.45 5.28 -0.31
C -2.19 -0.60 6.37 -0.10
H -2.09 5.88 3.37 0.07
H -2.66 4.32 2.74 0.05
H -1.25 5.18 2.04 0.06
H -1.35 3.74 4.81 0.12
H 0.00 4.80 4.19 0.11
H 0.66 2.48 3.55 0.07
H 0.03 3.25 2.09 0.07
H -0.62 1.58 5.13 0.11
H -0.61 -0.06 4.30 0.09
H -3.26 0.09 4.59 0.10
H -2.90 1.36 5.77 0.12
H -1.80 -1.49 5.89 0.07
H -3.08 -0.89 6.93 0.07
H -1.46 -0.20 7.06 0.07

---

Entry 2:
8
Properties=species:S:1:pos:R:3:nbo_charge:R:1 method="wB97M-V/def2-TZVPD" lumo_ev=0.78 multiplicity=1 smiles="O=C=NN1C=C1" orbital_gap_ev=9.524 charge=0 energy_ha=-300.08657 e_above_lowest_kj_mol=380.3
O -4.35 -0.05 -0.25 -0.50
C -3.22 0.02 0.00 0.84
N -2.06 -0.20 0.24 -0.47
N -0.96 0.80 0.30 -0.28
C 0.37 0.22 0.27 -0.03
C 0.13 0.97 -0.76 -0.07
H 1.17 -0.32 0.89 0.25
H -0.06 1.59 -1.66 0.26

---

Entry 3:
29
Properties=species:S:1:pos:R:3:nbo_charge:R:1 method="wB97M-V/def2-TZVPD" lumo_ev=-1.64 multiplicity=1 orbital_gap_ev=4.484 charge=0 energy_ha=-3566.69478 e_above_lowest_kj_mol=162.3
C -0.28 3.23 2.51 -0.42
N -0.91 2.46 1.44 -0.30
C -2.37 2.34 1.40 -0.42
C -0.15 1.86 0.47 0.04
H -1.02 3.66 3.19 0.22
H 0.39 2.59 3.08 0.24
H 0.31 4.04 2.07 0.22
H -2.84 2.88 2.22 0.22
H -2.74 2.74 0.46 0.22
H -2.65 1.29 1.47 0.24
H -0.61 1.29 -0.31 0.22
H 0.92 1.94 0.50 0.23
Br -0.11 -2.26 2.14 0.03
C 1.37 -1.24 1.65 -0.94
S 2.33 -1.71 0.22 2.05
C 1.10 -1.81 -1.10 -0.31
C 0.43 -2.98 -1.34 -0.13
C -0.49 -3.06 -2.36 -0.23
C -0.74 -1.95 -3.15 -0.20
C -0.06 -0.78 -2.91 -0.23
C 0.86 -0.71 -1.89 -0.21
O 3.19 -0.51 -0.10 -0.95
O 2.85 -3.11 0.44 -0.93
H 1.85 -0.66 2.40 0.22
H 0.66 -3.84 -0.73 0.24
H -1.01 -3.99 -2.56 0.22
H -1.46 -2.01 -3.95 0.21
H -0.24 0.08 -3.54 0.21
H 1.43 0.19 -1.72 0.23

---

Entry 4:
12
Properties=species:S:1:pos:R:3:nbo_charge:R:1 method="wB97M-V/def2-TZVPD" lumo_ev=0.94 multiplicity=1 smiles="CC(=O)[C@H]1CO1" orbital_gap_ev=10.816 charge=0 energy_ha=-306.44476 e_above_lowest_kj_mol=161.6
C -0.54 -0.59 -1.42 -0.73
C -0.04 0.67 -0.74 0.56
O -0.29 1.78 -1.14 -0.53
C 0.76 0.51 0.52 -0.05
C 0.07 -0.04 1.68 -0.09
O 1.05 -0.79 0.99 -0.48
H -0.78 -1.38 -0.70 0.23
H -1.41 -0.35 -2.04 0.24
H 0.26 -0.98 -2.06 0.25
H 1.54 1.26 0.67 0.21
H -0.95 -0.41 1.56 0.18
H 0.32 0.32 2.68 0.19

---

Entry 5:
49
Properties=species:S:1:pos:R:3:nbo_charge:R:1 method="wB97M-V/def2-TZVPD" lumo_ev=0.59 multiplicity=1 smiles="CC1(C)[C@H]2CC[C@@H]1[C@@H](O[C@]1(C)O[C@H](C(=O)O)[C@@H](O)[C@H](O)[C@H]1O)C2" orbital_gap_ev=10.226 charge=0 energy_ha=-1151.94741 e_above_lowest_kj_mol=78.5
C -3.74 1.02 1.68 -0.61
C -2.20 1.16 1.61 -0.03
C -1.94 2.49 0.82 -0.61
C -1.47 0.96 2.94 -0.23
C -1.80 -0.52 3.28 -0.41
C -1.80 -1.17 1.87 -0.40
C -1.44 0.01 0.97 -0.26
C 0.07 0.30 1.26 0.12
O 0.71 1.13 0.29 -0.57
C 1.11 0.55 -0.97 0.55
C 0.79 1.66 -2.03 -0.65
O 0.32 -0.61 -1.32 -0.54
C 0.74 -1.35 -2.46 -0.01
C -0.26 -2.47 -2.67 0.78
O -0.89 -2.54 -3.71 -0.57
O -0.40 -3.34 -1.64 -0.66
C 2.16 -1.91 -2.17 0.08
O 2.63 -2.75 -3.22 -0.72
C 3.10 -0.71 -1.98 0.06
O 4.39 -1.24 -1.58 -0.74
C 2.60 0.21 -0.83 0.03
O 3.43 1.39 -0.83 -0.73
C 0.00 1.04 2.62 -0.42
H -4.05 1.83 2.40 0.21
H -4.10 0.04 2.05 0.21
H -4.16 1.19 0.69 0.21
H -2.58 3.28 1.23 0.20
H -2.21 2.33 -0.24 0.21
H -0.89 2.83 0.84 0.22
H -1.75 1.66 3.72 0.21
H -2.80 -0.61 3.70 0.21
H -1.09 -0.97 3.98 0.21
H -1.08 -1.98 1.84 0.21
H -2.77 -1.58 1.60 0.21
H -1.67 -0.13 -0.08 0.23
H 0.64 -0.64 1.37 0.18
H 1.27 1.37 -2.98 0.21
H 1.26 2.61 -1.71 0.23
H -0.29 1.83 -2.16 0.23
H 0.81 -0.77 -3.37 0.21
H -1.16 -3.85 -1.95 0.50
H 2.04 -2.48 -1.26 0.18
H 3.59 -2.91 -3.14 0.50
H 3.16 -0.16 -2.94 0.18
H 4.96 -0.49 -1.32 0.49
H 2.73 -0.33 0.12 0.19
H 3.05 2.03 -0.20 0.49
H 0.39 2.06 2.50 0.22
H 0.59 0.53 3.37 0.21

---

Entry 6:
78
Properties=species:S:1:pos:R:3:lowdin_charge:R:1 method="wB97M-V/def2-TZVPD" lumo_ev=-0.22 multiplicity=1 smiles="N#C[C@@H](B(N)O)[C@](N)(O)C#N.O=C1OC[C@@H](F)O1.O=C1OC[C@@H](F)O1.O=C1OC[C@@H](F)O1.O=C1OC[C@@H](F)O1.O=C1OC[C@@H](F)O1.O=C1OC[C@@H](F)O1" orbital_gap_ev=10.462 charge=0 energy_ha=-3201.33376 e_above_lowest_kj_mol=92.5
N -0.36 -1.21 3.41 0.18
C -0.52 -0.74 2.41 -0.18
C -0.88 -0.17 1.07 -0.12
B -2.17 0.77 1.26 -0.57
N -3.46 0.29 0.82 0.20
O -2.11 2.05 1.85 0.12
C 0.32 0.52 0.36 -0.54
N -0.07 1.15 -0.91 0.12
O 1.27 -0.47 0.07 0.03
C 0.95 1.62 1.20 -0.10
N 1.58 2.32 1.81 0.22
H -1.18 -1.02 0.43 0.14
H -4.03 1.09 0.55 0.06
H -3.39 -0.24 -0.05 0.07
H -2.42 2.67 1.18 0.10
H -0.45 2.08 -0.75 0.09
H -0.77 0.57 -1.37 0.09
H 0.97 -0.88 -0.76 0.06
O 0.52 -1.94 -2.38 0.16
C 0.44 -3.00 -1.84 -0.53
O 0.88 -4.16 -2.37 0.10
C 0.74 -5.17 -1.37 -0.05
C -0.34 -4.59 -0.49 -0.30
F -0.17 -4.96 0.80 0.09
O -0.10 -3.20 -0.61 0.12
H 1.68 -5.30 -0.85 0.15
H 0.45 -6.12 -1.81 0.12
H -1.35 -4.82 -0.81 0.18
O -5.38 0.32 -1.63 0.18
C -5.85 1.39 -1.78 -0.54
O -6.72 1.73 -2.76 0.08
C -7.16 3.06 -2.51 -0.05
C -6.04 3.61 -1.67 -0.32
F -6.49 4.52 -0.77 0.08
O -5.59 2.46 -0.97 0.12
H -8.11 3.04 -1.97 0.15
H -7.30 3.62 -3.44 0.14
H -5.22 4.04 -2.24 0.18
O -0.13 -6.26 -5.58 0.19
C 0.79 -6.85 -5.12 -0.53
O 1.80 -7.39 -5.85 0.08
C 2.76 -7.90 -4.93 -0.05
C 1.94 -8.13 -3.70 -0.31
F 2.67 -7.94 -2.57 0.08
O 0.96 -7.10 -3.78 0.10
H 3.55 -7.15 -4.78 0.12
H 3.22 -8.81 -5.31 0.15
H 1.45 -9.10 -3.65 0.18
O 2.58 8.01 4.74 0.19
C 2.16 6.90 4.72 -0.54
O 2.64 5.91 3.92 0.08
C 1.97 4.70 4.28 -0.05
C 0.71 5.22 4.92 -0.32
F 0.28 4.40 5.91 0.08
O 1.13 6.45 5.50 0.08
H 2.59 4.14 4.99 0.15
H 1.78 4.08 3.41 0.09
H -0.10 5.40 4.21 0.18
O -4.12 9.17 5.88 0.18
C -3.20 8.61 6.37 -0.54
O -2.18 8.05 5.68 0.08
C -1.22 7.59 6.63 -0.05
C -2.06 7.42 7.87 -0.31
F -1.35 7.67 8.99 0.08
O -3.05 8.43 7.72 0.13
H -0.44 8.35 6.76 0.15
H -0.76 6.67 6.31 0.10
H -2.54 6.45 7.95 0.18
O 8.04 -6.44 -3.54 0.19
C 7.32 -5.91 -4.32 -0.54
O 7.72 -5.38 -5.50 0.08
C 6.55 -4.97 -6.20 -0.06
C 5.56 -4.78 -5.08 -0.31
F 4.30 -5.07 -5.48 0.07
O 5.97 -5.75 -4.14 0.12
H 6.24 -5.76 -6.90 0.15
H 6.73 -4.06 -6.77 0.14
H 5.59 -3.79 -4.63 0.18

---

Entry 7:
20
Properties=species:S:1:pos:R:3:mulliken_spin:R:1 method="wB97M-V/def2-TZVPD" lumo_ev="-3.72 / -9.21" multiplicity=2 orbital_gap_ev="10.434 / 4.305" charge=+1 energy_ha=-688.03881 e_above_lowest_kj_mol=113.0
C 2.30 -0.76 0.41 0.01
C 0.93 -0.11 0.19 0.00
C -0.09 -1.19 -0.18 0.02
C -1.54 -0.74 -0.09 -0.04
S -1.85 -0.16 1.59 0.79
N 1.01 0.95 -0.83 0.10
H 2.55 -1.41 -0.43 0.00
H 2.25 -1.40 1.29 0.00
H 3.06 0.00 0.55 0.00
H 0.70 0.37 1.14 0.03
H 0.10 -1.45 -1.22 0.00
H 0.03 -2.10 0.41 0.00
H -1.82 0.09 -0.75 0.05
H -2.27 -1.53 -0.26 0.04
H -3.19 -0.01 1.51 -0.01
H 1.91 0.93 -1.29 0.00
H 0.32 0.83 -1.56 0.00
H -2.14 2.82 0.20 0.00
H -0.82 2.10 -0.20 0.00
O -1.45 2.78 -0.48 0.01

---

Entry 8:
55
Properties=species:S:1:pos:R:3:lowdin_charge:R:1 method="wB97M-V/def2-TZVPD" lumo_ev="-1.74 / -1.74" multiplicity=1 orbital_gap_ev="6.098 / 6.096" charge=0 energy_ha=-3623.35439 e_above_lowest_kj_mol=0.0
Co 0.50 -0.13 -0.12 0.65
C 1.29 -4.69 -3.07 -0.09
C 2.13 -4.34 -2.02 -0.07
C 1.70 -3.44 -1.06 -0.01
C 0.43 -2.89 -1.15 -0.28
C -0.41 -3.22 -2.20 -0.02
C 0.03 -4.12 -3.16 -0.08
N 0.01 -1.95 -0.17 0.02
C -0.58 -2.33 0.96 -0.19
C -0.90 -3.68 1.32 0.01
C -1.50 -3.91 2.52 -0.06
C -1.82 -2.88 3.44 -0.09
C -1.54 -1.58 3.13 -0.01
C -0.93 -1.31 1.89 -0.18
N -0.55 -0.08 1.44 -0.03
N -0.67 0.98 2.12 0.15
C -0.08 2.07 1.43 -0.26
C -0.11 3.32 2.00 0.01
C 0.50 4.37 1.32 -0.03
C 1.09 4.13 0.10 -0.02
C 1.08 2.84 -0.42 -0.09
N 0.51 1.83 0.24 0.08
H 1.63 -5.38 -3.83 0.10
H 3.12 -4.76 -1.96 0.11
H 2.35 -3.14 -0.24 0.12
H -1.38 -2.75 -2.27 0.12
H -0.63 -4.38 -3.99 0.10
H -0.65 -4.48 0.64 0.12
H -1.73 -4.94 2.79 0.11
H -2.28 -3.12 4.39 0.10
H -1.76 -0.77 3.81 0.11
H -0.59 3.45 2.96 0.12
H 0.50 5.36 1.74 0.11
H 1.58 4.91 -0.46 0.12
H 1.55 2.60 -1.36 0.09
O 3.51 1.09 2.13 -0.09
P 3.33 0.04 0.95 0.25
O 4.44 -0.93 0.85 -0.26
O 1.91 -0.50 1.08 -0.26
O 3.35 0.99 -0.36 -0.26
P 3.01 0.44 -1.84 0.24
O 4.11 -0.67 -2.08 -0.09
O 3.03 1.54 -2.82 -0.25
O 1.65 -0.26 -1.64 -0.32
H 4.45 1.23 2.32 0.09
H 4.50 -0.99 -1.25 0.06
C -0.77 2.35 -3.09 -0.07
C -1.50 1.05 -2.82 -0.25
O -0.79 0.17 -1.95 -0.12
H -1.26 2.89 -3.90 0.08
H 0.27 2.16 -3.39 0.08
H -0.77 2.99 -2.21 0.06
H -1.70 0.52 -3.75 0.12
H -2.46 1.23 -2.34 0.12
H 0.08 -0.05 -2.35 0.06

---

Entry 9:
14
Properties=species:S:1:pos:R:3:nbo_charge:R:1 method="wB97M-V/def2-TZVPD" lumo_ev=1.04 multiplicity=1 smiles="C=CCNN=C" orbital_gap_ev=10.157 charge=0 energy_ha=-266.60614 e_above_lowest_kj_mol=304.2
C -2.83 -0.33 -0.31 -0.38
C -1.67 0.39 -0.11 -0.18
C -0.37 -0.23 0.32 -0.28
N 0.77 0.37 -0.40 -0.43
N 1.83 -0.54 -0.26 -0.23
C 3.02 -0.03 -0.14 -0.16
H -2.85 -1.41 -0.31 0.20
H -3.76 0.25 -0.37 0.20
H -1.73 1.47 0.04 0.19
H -0.35 -1.33 0.03 0.22
H -0.16 -0.24 1.45 0.19
H 1.03 1.36 0.15 0.31
H 3.79 -0.84 -0.11 0.20
H 3.29 1.12 0.02 0.16

---

Entry 10:
109
Properties=species:S:1:pos:R:3:lowdin_charge:R:1 method="wB97M-V/def2-TZVPD" lumo_ev=1.99 multiplicity=1 orbital_gap_ev=7.430 charge=-1 energy_ha=-2719.48803
C -1.57 1.59 5.26 -0.07
C -1.05 1.28 3.72 -0.50
C -1.02 -0.31 3.59 -0.09
C 0.46 1.81 3.66 -0.08
C -2.09 2.03 2.76 -0.13
C -1.62 2.25 1.25 -0.44
C -0.64 3.54 1.04 -0.07
C -2.97 2.66 0.42 -0.08
C -1.08 0.93 0.51 -0.12
C -2.07 -0.28 0.41 -0.02
C -1.66 -1.65 -0.24 0.01
C -0.21 -1.73 -0.78 -0.22
O 0.37 -2.94 -1.38 -0.17
C 1.21 -3.51 -0.30 -0.14
C 2.77 -3.25 -0.52 -0.19
O 3.34 -2.18 0.26 -0.26
C 3.29 -2.44 1.68 -0.31
C 4.71 -2.05 2.35 -0.27
Al 5.46 -0.24 1.75 0.24
C 5.41 1.19 3.25 -0.32
C 3.99 1.97 3.30 -0.30
C 4.03 3.41 2.59 -0.24
C 4.28 3.20 1.00 -0.24
S 4.10 4.84 0.11 0.74
O 3.05 5.65 0.85 -0.37
O 3.73 4.68 -1.34 -0.36
O 5.61 5.61 0.24 -0.21
C 0.78 -0.51 -0.72 0.04
C 0.37 0.85 -0.07 0.02
H -2.59 2.10 5.18 0.06
H -1.75 0.58 5.80 0.08
H -0.81 2.25 5.79 0.08
H -2.03 -0.81 3.41 0.08
H -0.34 -0.61 2.70 0.07
H -0.50 -0.77 4.52 0.09
H 0.98 1.35 2.75 0.07
H 1.02 1.60 4.65 0.09
H 0.49 2.96 3.50 0.09
H -2.44 3.03 3.22 0.13
H -3.04 1.38 2.73 0.11
H 0.47 3.27 1.24 0.06
H -0.89 4.40 1.75 0.09
H -0.69 3.88 -0.05 0.09
H -3.40 3.61 0.92 0.09
H -2.67 2.97 -0.65 0.09
H -3.76 1.84 0.43 0.06
H -3.14 -0.24 0.83 0.09
H -2.38 -2.54 -0.32 0.10
H 0.99 -4.63 -0.27 0.13
H 0.81 -3.06 0.68 0.13
H 3.02 -3.04 -1.63 0.12
H 3.37 -4.21 -0.26 0.13
H 2.46 -1.85 2.23 0.11
H 3.04 -3.56 1.84 0.11
H 5.45 -2.86 2.04 0.04
H 4.60 -2.03 3.50 0.05
H 4.82 0.31 0.39 -0.08
H 7.04 -0.48 1.46 -0.12
H 5.60 0.70 4.27 0.04
H 6.23 1.98 3.08 0.04
H 3.64 2.14 4.39 0.10
H 3.24 1.32 2.70 0.07
H 4.80 4.13 3.06 0.12
H 2.99 3.88 2.72 0.10
H 5.36 2.78 0.89 0.10
H 3.56 2.42 0.56 0.09
H 6.18 4.96 0.72 0.07
H 1.84 -0.58 -1.14 0.11
H 1.13 1.68 -0.01 0.09
N -5.97 0.60 5.66 0.00
C -6.28 -0.71 5.40 -0.15
C -6.35 -0.86 4.03 -0.12
C -6.07 0.40 3.45 -0.12
C -5.84 1.28 4.48 -0.15
H -5.86 1.00 6.58 0.14
H -6.42 -1.42 6.20 0.10
H -6.58 -1.78 3.51 0.09
H -6.05 0.64 2.40 0.09
H -5.59 2.33 4.48 0.11
N 5.22 -3.03 -3.10 0.01
C 5.34 -2.50 -4.36 -0.14
C 5.77 -3.50 -5.20 -0.12
C 5.91 -4.68 -4.42 -0.13
C 5.56 -4.36 -3.13 -0.14
H 4.93 -2.52 -2.28 0.13
H 5.11 -1.47 -4.55 0.11
H 5.96 -3.40 -6.26 0.09
H 6.23 -5.65 -4.77 0.08
H 5.53 -4.96 -2.23 0.10
N -1.52 -2.34 -4.10 0.02
C -2.20 -2.97 -5.10 -0.14
C -2.77 -2.00 -5.90 -0.14
C -2.40 -0.74 -5.36 -0.12
C -1.63 -0.99 -4.25 -0.13
H -1.01 -2.81 -3.36 0.12
H -2.24 -4.05 -5.17 0.10
H -3.37 -2.18 -6.78 0.08
H -2.67 0.23 -5.74 0.09
H -1.15 -0.31 -3.55 0.11
N -6.15 -0.92 -6.26 0.01
C -6.83 -1.54 -7.26 -0.15
C -7.40 -0.57 -8.06 -0.12
C -7.03 0.68 -7.51 -0.12
C -6.26 0.44 -6.41 -0.14
H -5.64 -1.38 -5.52 0.14
H -6.87 -2.62 -7.32 0.10
H -8.00 -0.75 -8.93 0.09
H -7.30 1.66 -7.89 0.09
H -5.78 1.11 -5.71 0.11

---

| no. | largest force on an atom (eV/Å) |
| --- | --- |
| 1 | 4.07 |
| 2 | 2.37 |
| 3 | 3.92 |
| 4 | 0.44 |
| 5 | 1.79 |
| 6 | 5.33 |
| 7 | 1.07 |
| 8 | 0.91 |
| 9 | 3.73 |
| 10 | 4.96 |